70
Properties=species:S:1:pos:R:3 method="wB97M-V/def2-TZVPD" gap_ev=9.21 lumo_energy_ev=0.22 de_lowest_kcal_mol=307.0
C 12.04 14.42 20.70
C 12.73 15.15 21.86
O 13.35 16.35 21.35
O 11.12 15.35 20.16
H 11.48 13.55 21.03
H 12.59 14.18 19.79
H 13.52 14.50 22.23
H 12.00 15.42 22.62
H 14.26 16.15 21.09
H 11.46 16.20 19.87
C 11.45 12.74 18.96
C 10.71 11.47 19.51
O 10.70 10.16 18.85
O 11.07 13.12 17.61
H 12.48 12.38 19.03
H 11.34 13.66 19.54
H 9.66 11.69 19.31
H 10.94 11.40 20.57
H 11.54 9.87 18.50
H 11.90 13.07 17.13
C 10.23 15.77 17.33
C 11.81 15.72 17.59
O 12.45 16.27 16.47
O 9.94 14.54 16.58
H 9.88 16.57 16.69
H 9.62 15.71 18.23
H 12.15 14.70 17.76
H 12.11 16.34 18.43
H 12.09 15.90 15.66
H 10.04 13.79 17.17
C 16.94 14.70 23.29
C 15.58 15.29 22.98
O 15.23 16.35 23.86
O 17.24 13.64 22.36
H 16.85 14.38 24.32
H 17.73 15.45 23.38
H 14.73 14.61 23.12
H 15.48 15.68 21.96
H 15.94 16.99 23.91
H 16.95 12.83 22.79
C 9.54 17.01 21.74
C 9.98 17.92 20.55
O 8.84 18.58 19.93
O 8.93 15.85 21.29
H 8.84 17.55 22.39
H 10.36 16.66 22.38
H 10.38 17.23 19.81
H 10.76 18.55 20.99
H 8.44 19.19 20.56
H 8.38 16.22 20.60
C 13.92 14.44 25.49
C 13.06 13.99 24.33
O 11.73 13.56 24.46
O 14.01 13.27 26.27
H 13.53 15.24 26.12
H 14.93 14.76 25.23
H 13.62 13.18 23.87
H 12.91 14.90 23.74
H 11.17 14.00 23.82
H 14.41 13.56 27.10
C 9.72 14.59 24.09
C 9.22 13.23 23.47
O 8.07 12.62 24.02
O 10.80 15.09 23.26
H 9.99 14.57 25.14
H 8.83 15.16 24.35
H 9.98 12.46 23.56
H 9.14 13.17 22.38
H 8.01 11.82 23.50
H 10.36 15.60 22.57